Density functional theory data (ωB97M-V/def2-TZVPD) for a 6-piece molecular cluster, C25H33BF18IO14 overall at a distorted geometry.

Last column: Löwdin charge in e.
Element x y z (Å)
O: 2.4720 1.9865 -3.1002  0.005
C: 3.4970 2.1497 -2.1728  -0.497
O: 4.5483 2.9126 -2.6148  0.020
B: 5.6012 2.4232 -1.6691  -0.706
C: 7.0304 3.1712 -1.7338  -0.013
C: 7.0895 4.2575 -0.6677  -0.310
O: 7.5011 5.5172 -1.1721  0.002
C: 8.0441 3.8673 0.4151  -0.770
F: 7.8072 2.7094 0.8986  0.220
F: 8.0148 4.7021 1.4102  0.175
F: 9.2699 3.8548 -0.0094  0.186
O: 5.4990 0.9592 -1.9382  -0.052
C: 4.1827 0.7628 -1.8573  -0.694
I: 3.5304 -0.1720 0.0243  0.663
H: 2.2415 2.8595 -3.4035  0.068
H: 3.1094 2.6724 -1.3143  0.122
H: 5.0766 2.5502 -0.5480  0.112
H: 7.8702 2.5082 -1.6260  0.101
H: 7.1768 3.7001 -2.6587  0.102
H: 6.1378 4.3581 -0.1861  0.136
H: 6.7099 6.0501 -1.2043  0.087
H: 3.9766 -0.0129 -2.5693  0.072
C: 0.3074 -0.0458 -4.5106  -0.055
C: 0.5937 -1.5111 -4.7128  -0.182
O: 0.0412 -2.2612 -3.6134  0.047
C: -1.2451 -2.5198 -3.6904  -0.414
O: -1.9976 -2.2166 -4.5703  0.163
C: -1.6724 -3.3337 -2.4630  -0.526
F: -1.1596 -2.8003 -1.3465  0.148
F: -1.2503 -4.6063 -2.5592  0.166
F: -3.0077 -3.3586 -2.3445  0.156
H: 0.6833 0.2861 -3.5445  0.074
H: 0.7835 0.5485 -5.2885  0.085
H: -0.7660 0.1480 -4.5338  0.078
H: 1.6648 -1.6958 -4.7026  0.129
H: 0.2076 -1.8847 -5.6606  0.123
C: 5.8011 7.3816 -5.9936  -0.061
C: 4.8965 6.9595 -4.8560  -0.195
O: 3.6733 6.3800 -5.3459  0.029
C: 3.7603 5.1041 -5.7146  -0.406
O: 4.7322 4.4226 -5.6915  0.196
C: 2.3802 4.5970 -6.1442  -0.529
F: 1.7589 5.4678 -6.9628  0.152
F: 1.5872 4.4156 -5.0707  0.158
F: 2.4751 3.4376 -6.7907  0.173
H: 5.2745 8.0571 -6.6694  0.079
H: 6.6840 7.8876 -5.6054  0.081
H: 6.1256 6.5201 -6.5756  0.077
H: 4.5951 7.8255 -4.2707  0.123
H: 5.3945 6.2618 -4.1838  0.126
C: -2.9842 -1.3450 0.4888  -0.052
C: -3.2690 -2.7049 1.0735  -0.187
O: -3.2776 -2.6586 2.5185  0.039
C: -4.3875 -2.2249 3.0849  -0.410
O: -5.3895 -1.8702 2.5373  0.166
C: -4.2362 -2.2801 4.6143  -0.532
F: -3.0593 -1.7832 5.0140  0.171
F: -4.3162 -3.5523 5.0468  0.159
F: -5.2097 -1.5795 5.2058  0.154
H: -2.0523 -0.9449 0.8886  0.096
H: -2.9050 -1.4041 -0.5877  0.062
H: -3.7765 -0.6380 0.7354  0.082
H: -2.4800 -3.4034 0.8063  0.113
H: -4.2095 -3.1142 0.7074  0.129
C: -8.1825 0.3899 5.9228  -0.056
C: -8.4639 -0.9766 6.5075  -0.189
O: -8.4974 -0.9318 7.9493  0.037
C: -9.6239 -0.5082 8.4959  -0.408
O: -10.6157 -0.1630 7.9258  0.170
C: -9.4990 -0.5610 10.0281  -0.537
F: -8.3286 -0.0503 10.4386  0.163
F: -9.5732 -1.8356 10.4506  0.161
F: -10.4842 0.1297 10.6026  0.168
H: -7.2621 0.7987 6.3396  0.085
H: -8.0802 0.3227 4.8409  0.085
H: -8.9862 1.0887 6.1524  0.077
H: -7.6627 -1.6644 6.2505  0.114
H: -9.3932 -1.3954 6.1252  0.126
C: -1.6203 -6.8643 2.8961  -0.056
C: -1.1625 -7.3286 1.5313  -0.198
O: -0.4658 -6.2871 0.8221  0.028
C: 0.8082 -6.1162 1.1543  -0.395
O: 1.4136 -6.7375 1.9748  0.171
C: 1.4311 -5.0061 0.2880  -0.540
F: 0.6217 -3.9443 0.2040  0.156
F: 1.6420 -5.4685 -0.9586  0.163
F: 2.5895 -4.6148 0.8015  0.180
H: -2.2248 -5.9637 2.8093  0.074
H: -2.2120 -7.6404 3.3804  0.082
H: -0.7710 -6.6282 3.5356  0.080
H: -2.0191 -7.5796 0.9094  0.123
H: -0.5331 -8.2144 1.6012  0.124

Properties
total energy = -4146.1470 Ha
E_HOMO = -5.41 eV
gap between HOMO and LUMO = 7.189 eV
LUMO = 1.78 eV
net charge = -1